Version P
Formula: C2H8N2O2
Source: the OMol25 dataset
Level of theory: wB97M-V/def2-TZVPD

Geometry as XYZ:
```
14
Properties=species:S:1:pos:R:3:mulliken_charge:R:1
N -1.871 -0.035 1.574 -0.56
C -1.402 -0.201 0.216 -0.47
C -0.138 0.617 -0.021 0.54
N -0.311 1.938 -0.256 -0.39
O 0.951 0.073 -0.059 -0.59
H -2.639 -0.641 1.826 0.22
H -1.141 -0.166 2.264 0.22
H -1.105 -1.224 0.010 0.27
H -2.165 0.078 -0.512 0.34
H -1.227 2.352 -0.201 0.20
H 0.487 2.552 -0.280 0.24
O 3.765 -2.002 -1.299 -0.63
H 3.712 -1.038 -1.344 0.31
H 3.084 -2.303 -1.918 0.31
```

## Properties
SMILES: NCC(N)=O.O
E_HOMO in eV: -9.60
Multiplicity: 1


Version Q
Formula: C2H8N2O2
Source: the OMol25 dataset
Level of theory: wB97M-V/def2-TZVPD

Geometry as XYZ:
```
14
Properties=species:S:1:pos:R:3:mulliken_charge:R:1
N 1.254 -0.017 -0.724 -0.56
C 0.953 0.853 0.415 -0.60
N -0.334 0.561 1.001 -0.12
C -1.379 0.606 0.117 0.02
O -1.312 1.260 -0.900 -0.57
H 2.230 -0.204 -0.823 0.21
H 0.761 0.181 -1.575 0.23
H 1.127 1.900 0.200 0.27
H 1.740 0.618 1.142 0.40
H -0.310 0.059 1.867 0.26
H -2.338 0.132 0.365 0.41
O 0.303 -2.572 0.185 -0.65
H 0.603 -1.881 -0.461 0.36
H 0.427 -3.333 -0.414 0.34
```

## Properties
SMILES: NCNC=O.O
E_HOMO in eV: -9.85
Multiplicity: 1


Quick one: least stable of them? version Q


Version P
Formula: C2H8N2O2
Source: the OMol25 dataset
Level of theory: wB97M-V/def2-TZVPD

Geometry as XYZ:
```
14
Properties=species:S:1:pos:R:3:mulliken_charge:R:1
N -0.107 -1.143 -0.981 -0.59
C -1.076 -0.342 -0.206 -0.46
N -0.335 0.536 0.652 -0.11
C -0.275 0.347 1.976 0.03
O -0.898 -0.500 2.587 -0.58
H -0.575 -1.735 -1.657 0.21
H 0.404 -1.752 -0.349 0.21
H -1.756 -0.927 0.395 0.36
H -1.623 0.249 -0.934 0.31
H 0.269 1.207 0.194 0.29
H 0.385 1.059 2.504 0.35
O 1.687 1.300 -1.216 -0.70
H 1.313 0.415 -1.414 0.38
H 2.587 1.286 -1.552 0.32
```

## Properties
SMILES: NCNC=O.O
E_HOMO in eV: -9.76
Multiplicity: 1


Version Q
Formula: C2H8N2O2
Source: the OMol25 dataset
Level of theory: wB97M-V/def2-TZVPD

Geometry as XYZ:
```
14
Properties=species:S:1:pos:R:3:mulliken_charge:R:1
N 0.063 -0.388 -2.303 -0.36
C 0.384 -1.749 -2.237 0.11
O 0.630 -2.522 -1.287 -0.52
H -0.513 -0.278 -3.204 0.26
H -0.063 0.188 -1.441 0.25
H 0.286 -2.127 -3.294 0.25
N 0.176 1.594 2.437 -0.45
C -0.496 0.775 1.535 -0.13
O 0.210 -0.113 0.693 -0.51
H 0.283 2.547 2.136 0.22
H 0.893 1.195 2.844 0.17
H -0.867 1.592 0.874 0.16
H -1.425 0.242 2.096 0.24
H 0.438 -0.956 1.151 0.32
```

## Properties
SMILES: NC=O.NCO
E_HOMO in eV: -9.50
Multiplicity: 1


Version R
Formula: C2H8N2O2
Source: the OMol25 dataset
Level of theory: wB97M-V/def2-TZVPD

Geometry as XYZ:
```
14
Properties=species:S:1:pos:R:3:mulliken_charge:R:1
C -1.356 -0.803 -0.437 -0.40
C 0.254 1.244 0.472 -0.20
N 1.347 -0.783 0.167 -0.58
N 0.420 0.095 -0.395 -0.23
O -1.485 -1.327 0.769 -0.47
O 0.079 2.327 -0.513 -0.56
H -1.731 0.190 -0.711 0.35
H -1.244 -1.449 -1.207 0.36
H -0.567 1.332 1.094 0.25
H 1.186 1.341 1.034 0.36
H 1.867 -1.388 -0.423 0.22
H 0.846 -1.391 0.873 0.21
H -1.977 -0.670 1.354 0.38
H 0.672 2.162 -1.249 0.32
```

## Properties
E_HOMO in eV: -8.13
Multiplicity: 1


Quick one: least stable of them? version R


Version P
Formula: C2H8N2O2
Source: the OMol25 dataset
Level of theory: wB97M-V/def2-TZVPD

Geometry as XYZ:
```
14
Properties=species:S:1:pos:R:3:mulliken_charge:R:1
O 1.392 -2.177 -0.037 -0.25
N 1.576 -3.200 -0.660 0.16
O 0.606 -3.346 -1.600 -0.36
H 0.853 -4.178 -2.050 0.42
C -0.618 0.218 0.462 -0.91
C -0.501 1.665 0.969 -0.38
N -0.100 2.651 -0.025 -0.60
H -1.018 -0.460 1.238 0.30
H -1.253 0.163 -0.427 0.29
H 0.366 -0.131 0.177 0.25
H -1.464 1.992 1.383 0.32
H 0.215 1.709 1.796 0.30
H 0.746 2.341 -0.466 0.23
H -0.803 2.753 -0.761 0.23
```

## Properties
SMILES: O=NO.CCN
E_HOMO in eV: -9.05
Multiplicity: 1


Version Q
Formula: C2H8N2O2
Source: the OMol25 dataset
Level of theory: wB97M-V/def2-TZVPD

Geometry as XYZ:
```
14
Properties=species:S:1:pos:R:3:mulliken_charge:R:1
C 1.431 0.546 0.822 -0.92
N 0.194 -0.001 0.272 0.15
C -0.792 1.012 -0.623 -0.33
O -1.868 0.839 0.112 -0.76
O 0.536 -1.287 -0.332 -0.21
N -0.590 -2.048 -0.657 -0.41
H 1.863 -0.155 1.535 0.31
H 2.137 0.725 0.012 0.31
H 1.192 1.486 1.316 0.38
H -0.779 0.027 0.892 0.37
H -0.284 1.991 -0.585 0.27
H -0.738 0.593 -1.644 0.28
H -1.168 -1.525 -1.312 0.28
H -1.134 -2.203 0.191 0.27
```

## Properties
SMILES: C[N@@H+](C[O-])ON
E_HOMO in eV: -8.80
Multiplicity: 1


Quick one: least stable of them? version Q


Version P
Formula: C2H8N2O2
Source: the OMol25 dataset
Level of theory: wB97M-V/def2-TZVPD

Geometry as XYZ:
```
14
Properties=species:S:1:pos:R:3:mulliken_charge:R:1
N 0.174 -0.320 -1.341 -0.54
C 1.081 -0.749 -0.257 -0.52
C 0.558 -0.530 1.181 0.62
N 1.355 -0.852 2.230 -0.40
O -0.544 0.057 1.371 -0.65
H -0.730 -0.181 -0.890 0.23
H 0.517 0.405 -1.876 0.24
H 1.847 0.005 -0.298 0.26
H 1.544 -1.727 -0.694 0.27
H 2.304 -1.280 2.214 0.21
H 0.958 -0.613 3.205 0.28
O -2.280 1.993 -2.487 -0.64
H -1.922 1.119 -2.869 0.33
H -2.468 1.745 -1.626 0.31
```

## Properties
SMILES: NCC(N)=O.O
E_HOMO in eV: -9.40
Multiplicity: 1


Version Q
Formula: C2H8N2O2
Source: the OMol25 dataset
Level of theory: wB97M-V/def2-TZVPD

Geometry as XYZ:
```
14
Properties=species:S:1:pos:R:3:mulliken_charge:R:1
C -0.155 1.152 1.020 -0.60
C -0.626 -1.240 -0.668 -0.69
N -0.252 0.101 -1.146 -0.02
N 1.570 0.133 -0.698 -0.53
O -0.695 1.076 -0.351 -0.19
O -0.749 0.244 1.907 -0.43
H -1.632 0.546 2.164 0.29
H 1.970 -0.789 -0.601 0.28
H 1.949 0.657 -1.471 0.24
H -0.402 2.185 1.282 0.18
H 1.248 0.641 0.301 0.57
H -0.322 -1.449 0.358 0.31
H -0.190 -1.952 -1.369 0.32
H -1.714 -1.305 -0.728 0.26
```

## Properties
E_HOMO (spin up / spin down) in eV: -7.44 / -7.44
Multiplicity: 1


Quick one: least stable of them? version Q